C6H13NO | ωB97M-V/def2-TZVPD

Each line ends with the Mulliken charge.
CARTESIAN COORDINATES (ANGSTROEM)
C1 -0.64 2.03 -1.13  -1.350
C2 -0.89 0.59 -0.71  -0.641
C3 0.15 0.23 0.38  0.268
C4 -0.37 0.86 1.68  -1.499
C5 0.53 -1.30 0.55  0.332
N1 1.97 -1.46 0.33  -0.722
C6 -0.11 -2.08 -0.59  -0.243
O1 0.21 -1.99 -1.75  -0.476
H1 -0.46 2.70 -0.32  0.344
H2 -1.37 2.45 -1.84  0.384
H3 0.17 2.02 -1.88  0.360
H4 -0.85 -0.04 -1.59  0.387
H5 -1.86 0.28 -0.28  0.359
H6 1.08 0.71 0.04  0.133
H7 0.47 1.31 2.25  0.340
H8 -0.81 0.19 2.43  0.402
H9 -1.06 1.67 1.46  0.363
H10 0.19 -1.73 1.49  0.392
H11 2.17 -1.11 -0.59  0.257
H12 2.31 -2.40 0.45  0.249
H13 -0.84 -2.92 -0.38  0.362

Values from the calculation:
**Calculated total energy**: -366.36225 Ha
**Orbital gap**: 0.3721 Ha
**Max |F|**: 0.0395 hartree/bohr
**Energy relative to the best compared isomer or geometry (same formula, charge and spin)**: 45.0 kcal per mole
**HOMO level**: -0.3352 hartree